Entry 1:
A cluster of 2 separate species, C2H4Cl3P in total in a non-equilibrium geometry, computed with ωB97M-V with the def2-TZVPD basis set.

Last column: natural (NBO) charge in e.
Cartesian coordinates (Å):
C -0.41438 -0.71704 0.40309  -0.155
C -0.69518 -1.01235 -0.95501  -0.291
P 2.11400 1.51075 0.75120  0.081
Cl -1.75435 -0.35801 1.51724  0.008
Cl -0.55748 0.60025 -1.82478  -0.044
Cl -2.17408 -1.99562 -1.29108  0.003
H 0.53235 -0.81877 0.86997  0.224
H 0.14044 -1.59931 -1.43576  0.256
H 1.24227 1.73754 1.87289  -0.043
H 1.56641 2.65255 0.09223  -0.038

Output
total charge = 0
E_HOMO (alpha / beta) = -0.327 / -0.332 Eh
energy above the lowest of the compared OMol25 structures with the same formula, charge and spin = 63.5 kcal/mol

=====

Entry 2:
A cluster of 3 separate species, C2H4ClFO2S in total in a non-equilibrium geometry, computed with ωB97M-V with the def2-TZVPD basis set.

Last column: natural (NBO) charge in e.
Cartesian coordinates (Å):
C 0.28463 0.64718 -0.16428  0.208
C -1.02753 0.64563 0.10959  -0.487
O 0.93484 -1.97693 2.19209  -0.865
O 2.46496 -3.44501 0.86145  -0.802
F 0.89043 -0.54670 -0.41568  -0.361
S 2.13657 -2.12860 1.34394  1.670
Cl -2.08636 -2.41340 3.00100  -0.307
H -0.90406 -1.84790 2.93580  0.300
H 0.99780 1.56169 -0.04034  0.190
H -1.55346 -0.31043 0.10564  0.219
H -1.74414 1.38309 0.52368  0.235

Output
total charge = 0
E_HOMO = -0.384 Eh
energy above the lowest of the compared OMol25 structures with the same formula, charge and spin = 10.8 kcal/mol

=====

Entry 3:
A structure of composition C2H4ClFeI3O8S in a non-equilibrium geometry, computed with ωB97M-V with the def2-TZVPD basis set.

Last column: natural (NBO) charge in e.
Cartesian coordinates (Å):
Fe -1.61669 0.83627 0.84218  1.230
I -0.05222 2.90733 0.24007  -0.735
I -1.56671 -0.50549 3.15957  -0.743
I -3.26555 -0.28052 -1.10121  -0.771
Cl -4.95371 2.87409 1.42945  2.584
O -3.59438 2.46273 1.45395  -0.901
O -5.19692 3.82426 0.38027  -0.879
O -5.81029 1.73680 1.19550  -0.896
O -5.37696 3.38781 2.69884  -0.893
C 3.20574 -2.60344 -1.29779  -0.090
C 3.86962 -1.49293 -0.43372  -0.096
O 2.77721 -0.75375 0.08252  -0.661
S 1.55003 -0.71297 -1.01478  2.507
O 1.76116 0.33155 -1.94982  -0.868
O 0.26336 -0.75856 -0.34069  -0.853
O 1.89672 -2.20897 -1.61030  -0.668
H 3.23499 -3.52123 -0.71044  0.182
H 3.78777 -2.73237 -2.21050  0.179
H 4.50112 -0.88110 -1.08431  0.173
H 4.58570 -1.90951 0.27120  0.198

Output
multiplicity = 5
⟨S²⟩ = 6.01
total charge = -2
E_HOMO (alpha / beta) = -0.078 / -0.074 Eh

=====

Entry 4:
A structure of composition C2H4ClN in a non-equilibrium geometry, computed with ωB97M-V with the def2-TZVPD basis set.

Last column: natural (NBO) charge in e.
Cartesian coordinates (Å):
C 0.14099 -0.68875 -0.49073  0.193
C -0.24811 0.99557 0.46143  -0.477
N 0.60918 -1.54250 0.23633  -0.635
Cl 0.16194 2.33166 -0.54661  -0.033
H -0.25095 -0.54002 -1.56937  0.177
H -1.37055 0.84526 0.57297  0.201
H 0.16286 1.09244 1.44545  0.211
H 0.79464 -2.49366 -0.10946  0.363

Output
total charge = 0
E_HOMO = -0.330 Eh
energy above the lowest of the compared OMol25 structures with the same formula, charge and spin = 47.3 kcal/mol

=====

Entry 5:
A cluster of 2 separate species, C2H4ClN in total in a non-equilibrium geometry, computed with ωB97M-V with the def2-TZVPD basis set.

Last column: natural (NBO) charge in e.
Cartesian coordinates (Å):
C 2.25125 0.80859 0.74539  0.373
C -0.20826 0.87391 0.12583  -0.428
N 1.16139 0.82600 0.37436  -0.548
Cl -0.57531 -2.43572 -1.38536  -0.234
H -0.89016 -2.72159 -0.26154  0.242
H -0.76422 1.28412 1.10348  0.144
H -0.53592 -0.21188 -0.02678  0.231
H -0.43878 1.57657 -0.67537  0.219

Output
multiplicity = 3
⟨S²⟩ = 2.02
total charge = 0
E_HOMO (alpha / beta) = -0.178 / -0.403 Eh
energy above the lowest of the compared OMol25 structures with the same formula, charge and spin = 79.9 kcal/mol

=====

Entry 6:
A structure of composition C2H4ClN2 in a non-equilibrium geometry, computed with ωB97M-V with the def2-TZVPD basis set.

Last column: natural (NBO) charge in e.
Cartesian coordinates (Å):
C 1.59333 -1.09512 -0.18039  -0.291
C -1.32111 1.67392 0.11032  -0.222
N -0.69249 -1.42299 0.17942  -0.024
N 0.40060 -1.21874 0.05659  0.056
Cl -2.09270 0.28123 -0.15648  0.480
H 2.24795 -0.98949 0.68126  0.266
H 1.94056 -1.36617 -1.20947  0.276
H -0.68378 2.20595 -0.56348  0.246
H -1.39235 1.93141 1.08222  0.212

Output
total charge = +1
E_HOMO (alpha / beta) = -0.510 / -0.503 Eh
energy above the lowest of the compared OMol25 structures with the same formula, charge and spin = 99.2 kcal/mol

=====

Entry 7:
A cluster of 2 separate species, C2H4ClN2 in total in a non-equilibrium geometry, computed with ωB97M-V with the def2-TZVPD basis set.

Last column: natural (NBO) charge in e.
Cartesian coordinates (Å):
C -0.84287 1.60845 -0.00909  -0.287
C 1.58260 -1.29201 -0.06586  -0.177
N 1.48360 2.07588 0.12216  0.034
N 0.38257 1.82154 0.07171  0.037
Cl 2.67899 -0.09582 -0.04926  0.405
H -1.75401 2.00226 0.46779  0.292
H -0.96652 0.76689 -0.68494  0.232
H 1.05963 -1.62762 -0.90920  0.230
H 1.45010 -1.83897 0.84105  0.233

Output
total charge = +1
E_HOMO (alpha / beta) = -0.522 / -0.490 Eh
energy above the lowest of the compared OMol25 structures with the same formula, charge and spin = 97.4 kcal/mol

=====

Entry 8:
An isolated molecule of C2H4ClN2PS2 in a non-equilibrium geometry, computed with ωB97M-V with the def2-TZVPD basis set.

Last column: natural (NBO) charge in e.
Cartesian coordinates (Å):
C 2.05100 -0.97961 0.00556  -0.326
C 0.04913 1.10190 -0.10994  -0.716
N 2.33772 -0.31724 -1.22272  -0.123
N 3.46193 0.01526 -1.52080  -0.411
P 4.80495 -0.33273 -0.52068  0.853
S 3.59350 -1.35462 0.83419  -0.049
S 0.89565 0.05956 1.13197  0.173
Cl 4.94187 1.49898 0.32875  -0.302
H 1.75413 -1.99795 -0.16976  0.230
H 0.31797 0.79355 -1.01952  0.222
H 0.31330 2.18253 0.03233  0.222
H -1.01639 1.07498 0.16502  0.228

Output
multiplicity = 3
⟨S²⟩ = 2.01
total charge = 0
E_HOMO (alpha / beta) = -0.279 / -0.331 Eh